A 2-piece molecular cluster, C3H10N5 overall in a non-equilibrium geometry, computed with wB97M-V/def2-TZVPD.

Output
HOMO level in eV: -13.4
Gap between HOMO and LUMO in eV: 9.17
Energy above the lowest of the compared OMol25 structures with the same formula, charge and spin in kJ/mol: 224.9
Charge: +1

Last column: Löwdin charge in e.
Geometry (Å):
C  1.178  1.082  -0.627  0.02
C  -0.103  1.126  -0.268  -0.09
C  1.995  -0.170  -0.407  -0.37
N  -0.786  -0.027  -0.076  0.03
N  1.032  -1.231  -0.600  0.06
N  2.447  -0.010  0.952  0.08
N  -3.402  -0.183  0.253  0.10
N  -0.237  -1.166  -0.304  0.10
H  1.623  2.112  -0.832  0.15
H  -0.723  1.954  -0.301  0.11
H  2.724  -0.269  -1.207  0.15
H  -1.865  -0.071  0.124  0.08
H  1.361  -2.255  -0.514  0.21
H  2.580  -0.821  1.607  0.12
H  3.308  0.480  1.059  0.08
H  -3.905  -0.739  -0.302  0.01
H  -3.761  0.757  0.236  0.08
H  -3.465  -0.568  1.207  0.10

Cartesian forces, eV/Å:
C 0.3 2.6 0.0
C 1.4 -0.5 -1.0
C -0.7 1.4 -0.2
N 0.7 -2.4 0.0
N -0.1 -2.4 0.9
N 0.4 -1.8 1.8
N 2.6 2.1 3.7
N -0.5 0.2 0.7
H -0.2 -1.9 0.1
H -0.8 1.7 0.1
H 0.5 -0.2 0.3
H 0.1 -0.3 -0.5
H -0.6 2.2 -0.6
H -0.6 0.5 -1.4
H 0.6 0.7 -0.4
H -2.4 -2.6 -2.9
H -0.4 0.2 0.1
H -0.2 0.5 -0.5


C5H10O4 in the gas phase, computed with wB97M-V/def2-TZVPD.

Output
HOMO level in eV: -8.4
Gap between HOMO and LUMO in eV: 8.34
Energy above the lowest of the compared OMol25 structures with the same formula, charge and spin in kJ/mol: 514.9

Last column: Löwdin charge in e.
Geometry (Å):
C  1.733  1.393  -0.556  0.00
C  1.098  0.024  -0.705  -0.58
O  0.953  -0.449  0.877  -0.19
O  1.020  -1.887  0.864  -0.08
O  1.617  -0.870  -1.388  -0.03
H  1.430  -2.017  -0.030  0.08
H  2.739  1.245  -0.163  0.09
H  1.173  2.037  0.121  0.08
H  1.796  1.861  -1.539  0.09
C  -1.788  -1.004  0.838  0.02
C  -1.148  0.201  0.262  -0.32
C  -0.597  0.246  -1.049  0.00
O  -1.195  1.345  0.920  0.14
H  -1.411  1.199  1.853  0.14
H  -2.765  -1.141  0.363  0.11
H  -1.921  -0.920  1.918  0.10
H  -1.165  -1.876  0.634  0.09
H  -0.694  1.206  -1.547  0.12
H  -0.876  -0.593  -1.673  0.13

Cartesian forces, eV/Å:
C -0.1 -0.1 0.0
C -0.1 -0.3 0.4
O -0.1 -0.3 -0.4
O 0.0 0.5 -0.2
O -0.2 0.1 0.1
H 0.0 0.1 0.1
H 0.0 0.0 0.0
H 0.0 0.0 0.0
H 0.0 0.0 0.0
C 0.1 0.0 0.1
C 0.1 0.3 0.1
C 0.1 0.0 0.1
O 0.1 -0.4 -0.2
H 0.0 0.0 0.0
H 0.1 0.1 0.0
H 0.0 0.0 0.0
H 0.0 0.1 0.0
H 0.0 0.0 0.0
H 0.0 0.0 0.0


C22H21ClCoN5S2Si as an isolated structure, computed with wB97M-V/def2-TZVPD.

Output
HOMO level (spin up / spin down) in eV: -3.9 / -3.9
Gap between HOMO and LUMO (spin up / spin down) in eV: 6.23 / 6.20
Expectation value of S²: 0.778
Charge: -1
2S+1: 2

Last column: Löwdin charge in e.
Geometry (Å):
Co  0.551  -0.145  -0.276  0.32
S  -1.201  -3.858  1.144  0.52
C  -2.337  -2.584  1.287  -0.77
C  -3.318  -2.668  2.310  -0.09
C  -4.349  -1.767  2.453  -0.21
C  -5.285  -1.937  3.526  -0.19
N  -6.026  -2.075  4.395  0.14
C  -4.474  -0.694  1.546  -0.21
C  -3.504  -0.573  0.557  -0.08
C  -2.432  -1.452  0.436  -0.62
S  -1.309  -1.094  -0.902  0.64
C  -5.541  0.247  1.618  -0.21
N  -6.395  1.018  1.677  0.13
H  -3.252  -3.508  2.989  0.10
H  -3.580  0.246  -0.146  0.09
C  4.128  -0.175  1.017  -0.03
C  3.732  0.489  -0.269  -0.32
C  4.670  0.975  -1.162  -0.06
C  4.224  1.525  -2.367  -0.08
C  2.885  1.611  -2.652  -0.03
C  1.968  1.167  -1.673  -0.42
N  2.425  0.597  -0.516  0.07
N  0.636  1.149  -1.690  -0.13
Si  -0.468  2.009  -2.714  0.39
C  -0.685  1.147  -4.367  -0.17
C  0.213  3.745  -3.009  -0.18
C  -2.137  2.187  -1.889  -0.20
H  5.126  0.133  1.328  0.08
H  4.132  -1.261  0.897  0.08
H  3.417  0.065  1.806  0.07
H  5.723  0.917  -0.923  0.10
H  4.946  1.872  -3.097  0.10
H  2.526  1.988  -3.598  0.09
H  0.243  1.111  -4.941  0.02
H  -1.438  1.655  -4.974  0.03
H  -1.022  0.123  -4.195  0.02
H  1.022  3.784  -3.739  0.01
H  0.586  4.178  -2.078  0.03
H  -0.593  4.385  -3.374  0.02
H  -2.788  1.362  -2.174  0.01
H  -2.611  3.124  -2.189  0.02
H  -2.055  2.175  -0.802  0.02
Cl  0.664  -0.518  5.310  0.67
C  0.982  -1.278  3.787  -0.65
C  1.547  -2.541  3.727  -0.08
C  1.766  -3.103  2.486  -0.08
C  1.411  -2.388  1.353  -0.21
N  0.904  -1.157  1.427  -0.04
C  0.669  -0.612  2.617  -0.14
H  1.784  -3.073  4.638  0.11
H  2.172  -4.098  2.388  0.11
H  1.527  -2.797  0.360  0.10
H  0.221  0.374  2.639  0.12

Cartesian forces, eV/Å:
Co 0.3 -0.1 0.7
S 0.1 -0.1 0.0
C -0.2 -0.1 0.1
C 0.0 -0.1 0.0
C 0.0 0.1 -0.1
C -0.1 0.0 0.1
N 0.0 0.0 0.0
C 0.2 -0.2 0.0
C 0.1 0.0 0.1
C 0.2 0.2 -0.2
S -0.3 -0.2 -0.1
C -0.1 0.1 0.1
N 0.0 0.0 0.0
H 0.0 0.0 0.0
H 0.0 0.0 0.0
C 0.0 0.0 0.0
C -0.1 0.0 0.1
C 0.0 0.0 0.0
C 0.0 0.0 0.0
C 0.0 0.0 0.1
C 0.1 0.0 0.0
N 0.1 0.0 -0.3
N -0.3 0.1 -0.3
Si 0.1 0.0 0.0
C 0.0 0.1 0.1
C 0.0 -0.1 0.0
C 0.0 0.0 0.0
H 0.0 0.0 0.0
H 0.0 0.0 0.0
H 0.0 0.0 0.0
H 0.0 0.0 0.0
H 0.0 0.0 0.0
H 0.0 0.0 0.0
H 0.0 0.0 0.0
H 0.0 0.0 0.0
H 0.0 0.0 0.0
H 0.0 0.0 0.0
H 0.0 0.0 0.0
H 0.0 0.0 0.0
H 0.0 0.0 0.0
H 0.0 0.0 0.0
H 0.0 0.0 0.0
Cl 0.0 0.0 0.0
C -0.1 0.1 -0.1
C 0.1 -0.1 0.0
C 0.1 0.1 0.1
C -0.1 0.0 0.0
N -0.2 0.1 -0.5
C 0.0 -0.1 0.2
H 0.0 0.0 0.0
H 0.0 0.0 0.0
H 0.0 0.0 0.0
H 0.0 0.0 0.0


C23H54N10SrTe as an isolated structure in a non-equilibrium geometry, computed with wB97M-V/def2-TZVPD.

Output
HOMO level in eV: -13.3
Gap between HOMO and LUMO in eV: 7.38
Energy above the lowest of the compared OMol25 structures with the same formula, charge and spin in kJ/mol: 661.2
Charge: +2

Last column: Löwdin charge in e.
Geometry (Å):
Sr  0.711  -0.157  0.576  1.24
C  0.318  -0.250  -5.684  -0.04
N  -0.249  -0.165  -4.345  -0.15
C  -1.617  0.312  -4.291  -0.05
C  0.505  -0.310  -3.212  -0.41
N  0.111  -0.872  -2.111  0.04
C  -1.100  -1.681  -2.167  -0.22
C  -1.111  -2.677  -1.027  -0.17
N  -1.401  -2.008  0.244  -0.22
C  -2.754  -1.425  0.339  -0.15
C  -2.740  0.071  0.625  -0.21
N  -1.813  0.845  -0.198  0.06
C  -2.213  1.956  -0.729  -0.39
N  -1.279  3.031  -0.928  -0.18
C  -0.759  3.512  0.338  -0.06
C  -0.213  2.678  -1.834  -0.07
N  -3.467  2.253  -1.139  -0.12
C  -4.411  1.224  -1.535  -0.04
C  -3.927  3.614  -1.400  -0.02
C  -1.060  -2.820  1.409  -0.20
C  -0.820  -1.966  2.715  -0.20
N  -0.380  -0.573  2.420  -0.21
C  0.819  -0.253  2.914  -0.60
N  1.070  -0.218  4.279  -0.17
C  2.078  -1.052  4.961  -0.06
C  -0.148  -0.273  5.140  -0.03
N  1.432  1.137  2.181  -0.34
C  2.809  0.775  1.509  -0.21
C  1.648  2.208  3.146  -0.07
N  1.831  0.094  -3.339  -0.15
C  2.733  -0.236  -2.275  -0.08
C  2.109  1.402  -3.927  -0.05
H  -0.316  -0.894  -6.295  0.10
H  1.312  -0.683  -5.643  0.10
H  0.372  0.729  -6.167  0.09
H  -1.723  1.186  -4.940  0.10
H  -1.884  0.615  -3.281  0.06
H  -2.330  -0.445  -4.627  0.10
H  -1.185  -2.205  -3.125  0.14
H  -1.982  -1.047  -2.062  0.07
H  -0.114  -3.115  -0.941  0.11
H  -1.828  -3.482  -1.239  0.14
H  -3.307  -1.912  1.148  0.13
H  -3.296  -1.651  -0.581  0.12
H  -2.372  0.185  1.646  0.09
H  -3.758  0.463  0.627  0.11
H  -1.578  3.820  0.988  0.10
H  -0.129  4.382  0.149  0.10
H  -0.163  2.766  0.889  0.06
H  -0.617  2.318  -2.779  0.08
H  0.465  1.891  -1.449  0.06
H  0.391  3.562  -2.041  0.10
H  -3.908  0.265  -1.638  0.07
H  -4.829  1.497  -2.506  0.10
H  -5.239  1.121  -0.830  0.10
H  -3.222  4.336  -1.009  0.08
H  -4.896  3.751  -0.919  0.10
H  -4.044  3.777  -2.473  0.10
H  -0.145  -3.353  1.141  0.05
H  -1.804  -3.591  1.648  0.14
H  -0.098  -2.491  3.358  0.09
H  -1.710  -1.914  3.345  0.13
H  3.052  -0.986  4.481  0.07
H  1.748  -2.088  5.036  0.08
H  2.189  -0.655  5.968  0.10
H  -1.028  0.089  4.614  0.10
H  0.041  0.378  5.993  0.10
H  -0.339  -1.283  5.508  0.10
H  2.695  -0.055  0.756  -0.09
H  3.503  0.470  2.302  0.08
H  3.327  1.621  1.055  0.12
H  2.463  2.007  3.845  0.10
H  0.729  2.373  3.704  0.10
H  1.870  3.094  2.552  0.10
H  2.543  -1.246  -1.914  0.08
H  2.659  0.478  -1.430  0.06
H  3.763  -0.181  -2.631  0.11
H  1.224  1.790  -4.419  0.08
H  2.914  1.334  -4.659  0.10
H  2.412  2.117  -3.155  0.09
C  4.377  -1.979  1.469  -0.29
Te  2.190  -2.128  1.742  1.49
C  2.624  -4.107  2.845  -0.20
H  4.696  -2.907  1.003  0.02
H  4.852  -1.913  2.446  0.03
H  4.619  -1.115  0.857  0.01
H  3.387  -3.910  3.593  0.02
H  2.998  -4.775  2.078  0.02
H  1.719  -4.481  3.314  0.02

Cartesian forces, eV/Å:
Sr -5.6 1.0 -9.6
C 0.0 0.0 0.0
N 0.0 0.1 0.0
C -0.2 -0.1 0.0
C 0.3 -0.4 0.0
N 0.2 0.3 0.1
C 0.1 0.2 0.0
C -0.1 -0.1 0.0
N 0.3 0.2 0.7
C 0.0 -0.1 -0.2
C 0.0 0.0 0.1
N 0.3 0.4 0.4
C -0.2 -0.1 0.0
N 0.1 -0.4 0.1
C 0.1 0.2 0.2
C 0.2 0.1 -0.3
N 0.1 -0.1 -0.1
C -0.1 0.0 0.0
C 0.0 0.0 0.0
C 0.0 0.4 0.3
C -0.4 0.5 0.1
N 1.7 -1.1 2.0
C -2.3 2.5 2.8
N -0.5 -1.4 0.5
C 0.5 0.9 -0.3
C 0.2 0.3 -0.1
N 2.4 -1.4 0.7
C 0.0 0.6 1.8
C -0.1 0.0 0.0
N -0.4 0.3 0.3
C 0.3 -0.2 0.1
C 0.1 0.0 -0.2
H 0.0 0.0 0.0
H 0.0 0.0 0.0
H 0.0 0.0 0.0
H 0.0 0.0 0.0
H 0.0 0.0 0.0
H 0.0 0.0 0.0
H 0.0 0.0 0.0
H -0.1 -0.1 -0.1
H 0.0 -0.1 -0.1
H 0.0 0.0 0.0
H 0.0 -0.1 0.0
H 0.0 0.0 0.0
H -0.1 0.1 0.0
H 0.0 -0.1 -0.1
H 0.0 0.0 0.0
H 0.0 0.0 0.0
H 0.0 0.0 -0.1
H 0.0 0.0 0.0
H -0.1 0.0 0.1
H 0.0 0.0 0.0
H 0.0 0.0 0.0
H 0.0 0.0 0.0
H 0.0 0.0 0.0
H 0.0 0.0 0.0
H 0.0 0.0 0.0
H 0.0 0.0 0.0
H -0.1 -0.1 0.2
H -0.1 0.1 0.0
H 0.1 0.0 -0.1
H -0.2 0.0 -0.3
H 0.0 -0.1 -0.1
H 0.0 -0.1 -0.1
H 0.0 -0.1 0.1
H 0.1 0.1 -0.1
H 0.0 -0.1 0.1
H 0.0 0.0 0.0
H 1.8 1.5 0.9
H -0.2 -0.3 -0.2
H -0.7 0.3 -0.3
H 0.0 0.0 0.0
H 0.0 0.1 0.0
H 0.0 0.1 0.1
H 0.0 0.0 0.0
H 0.0 0.0 -0.1
H 0.0 0.0 0.0
H 0.0 0.0 0.0
H 0.0 0.0 0.0
H 0.0 0.0 0.0
C -0.6 -0.2 0.2
Te 4.3 -5.2 1.9
C -0.4 1.0 -0.6
H -0.1 0.1 -0.2
H -0.1 0.2 0.0
H 0.0 -0.1 -0.1
H 0.0 0.3 -0.1
H -0.1 0.0 -0.1
H -0.1 0.1 -0.2